{
  "formula": "C39H58BFeN8O2",
  "method": "ωB97M-V/def2-TZVPD",
  "elements": ["H", "H", "H", "H", "H", "C", "C", "H", "H", "C", "H", "O", "H", "N", "H", "H", "H", "C", "C", "C", "H", "C", "H", "H", "H", "C", "H", "N", "H", "C", "B", "C", "H", "C", "H", "H", "H", "C", "C", "H", "N", "N", "H", "H", "H", "H", "H", "H", "H", "C", "C", "C", "C", "C", "H", "C", "H", "H", "H", "C", "C", "N", "N", "H", "C", "H", "C", "H", "H", "N", "C", "H", "H", "C", "C", "H", "H", "H", "H", "Fe", "H", "C", "H", "H", "H", "H", "H", "C", "C", "H", "H", "H", "H", "H", "C", "H", "H", "C", "C", "C", "C", "C", "O", "C", "N", "C", "C", "C", "H"],
  "positions_angstrom": [[-4.274, -2.030, -2.369], [1.770, -2.451, -5.837], [0.175, -1.433, 3.033], [1.519, -2.524, 3.441], [-2.261, 5.221, 5.766], [-4.238, 1.142, 0.975], [-2.063, 3.485, 4.557], [-1.021, -5.301, 0.106], [0.765, 1.293, -5.276], [-1.112, -3.746, 1.589], [4.088, 0.214, 3.760], [-3.001, -1.085, -0.471], [2.465, 1.577, -5.672], [-0.339, 1.029, -0.933], [-3.154, -4.804, -0.999], [4.618, -0.957, 1.625], [2.011, 0.193, -4.669], [-1.282, 3.641, 6.840], [-1.900, 4.200, 5.723], [0.049, -2.705, -2.818], [-2.601, 2.435, -0.380], [1.714, -2.601, -4.756], [-0.885, 4.959, -0.182], [2.330, -1.847, -4.269], [1.635, 0.525, 3.331], [-2.911, -4.284, -0.069], [-3.252, -3.254, -0.148], [-2.991, 0.954, 1.320], [3.629, 1.028, -2.837], [0.253, -2.533, -4.297], [1.334, -0.623, -1.776], [-0.642, 2.313, -1.054], [-2.545, 4.811, 0.414], [-1.594, 2.137, 4.443], [-0.867, 3.413, 1.843], [-0.294, -1.077, -5.828], [-0.250, -3.389, -4.757], [-1.832, 4.432, -0.322], [3.356, -0.551, 4.026], [4.030, -0.922, -2.284], [0.388, -1.855, -1.816], [-2.384, 1.968, 2.088], [-1.548, -1.390, -4.609], [-1.601, -2.773, 1.720], [6.293, 0.030, -1.960], [5.090, 1.076, -1.184], [1.747, 3.138, -3.958], [3.098, -0.423, 5.079], [5.920, -2.495, -2.001], [-0.475, -1.268, -4.767], [-1.268, 2.559, 1.293], [1.782, 1.234, -4.891], [0.108, 2.889, -2.084], [-5.058, 2.292, 1.535], [-4.694, 3.258, 1.172], [3.368, 2.049, -3.111], [4.414, -3.178, -1.357], [-5.036, 2.292, 2.628], [-1.163, 4.213, 7.750], [5.158, -2.391, -1.224], [-0.714, -3.458, -0.878], [2.123, -0.645, -0.434], [1.492, -0.484, 0.759], [0.854, -1.423, 4.665], [-0.656, -3.749, -2.251], [6.072, -0.009, -0.203], [3.673, -0.826, 1.124], [2.094, -0.687, -2.694], [-2.212, 4.667, -1.317], [-0.082, -2.320, -0.649], [-1.397, -4.275, 0.186], [-5.879, 0.495, -0.224], [2.133, -3.581, -4.521], [-4.927, -1.335, -1.844], [1.095, -1.530, 3.605], [-5.805, -1.867, -1.472], [-0.325, 1.875, 7.611], [3.822, -1.532, 3.907], [-2.543, 3.989, 3.725], [-1.010, -0.574, 0.758], [4.073, 2.398, -3.870], [3.445, -0.857, -0.239], [-0.528, 1.757, 1.263], [5.636, -2.531, -0.253], [-0.156, -0.408, -4.184], [-1.507, -4.429, 2.343], [-3.031, 2.691, 2.403], [-4.156, -0.695, -0.689], [2.095, -0.456, 3.170], [-3.444, -4.774, 0.751], [3.468, 2.680, -2.227], [-0.043, -3.615, 1.749], [-5.267, -0.563, -2.537], [-1.069, -4.602, -2.766], [5.553, 0.090, -1.157], [-6.093, 2.192, 1.220], [0.105, 3.912, -2.425], [-0.809, 2.323, 6.751], [2.417, -0.590, 1.705], [4.496, -1.012, -1.302], [0.913, 1.868, -2.560], [1.935, 2.107, -3.646], [-1.280, 0.185, 3.073], [-4.844, 0.309, 0.029], [0.610, 0.755, -1.846], [-1.721, 1.319, 3.317], [-0.949, 1.594, 5.601], [-1.655, 2.926, -0.144], [-0.573, 0.581, 5.528]],
  "energy_ev": -92466.26101,
  "e_lumo_ev": [2.57, 2.56],
  "largest_force_ev_per_a": 1.264,
  "s_squared": 6.0558,
  "total_charge": -1,
  "spin_multiplicity": 5
}